C6H9N | ωB97M-V/def2-TZVPD

As for the spin multiplicity: 1. The charge is 0. The energy above the lowest of the compared OMol25 structures with the same formula, charge and spin is 252.3 kJ/mol. The LUMO energy is 0.94 eV. Its highest occupied orbital energy is -7.512 eV. As for the molar mass: 95.14 g/mol.

Each line ends with the Mulliken charge.
Element x y z (Å)
C -1.458 1.048 -0.781  -1.37
C -0.149 0.423 -0.456  0.14
C 0.140 -0.933 -0.516  0.74
C -0.773 -1.264 0.731  -1.20
C 1.579 -0.999 -0.245  -0.65
C 1.989 0.234 0.143  -0.53
N 0.908 1.108 0.027  -0.10
H -2.133 0.296 -1.201  0.33
H -1.257 1.780 -1.569  0.39
H -1.949 1.551 0.058  0.35
H -1.850 -1.160 0.562  0.27
H -0.540 -0.582 1.591  0.30
H -0.529 -2.262 1.058  0.31
H 2.243 -1.854 -0.359  0.37
H 2.944 0.606 0.484  0.41
H 0.837 2.008 0.474  0.23

***

C21H23FeN6O2S4 | ωB97M-V/def2-TZVPD

As for the spin multiplicity: 1. The charge is -1. The energy above the lowest of the compared OMol25 structures with the same formula, charge and spin is 17.3 kJ/mol. The LUMO energy (spin up / spin down) is 1.66 / 1.66 eV. Its highest occupied orbital energy (spin up / spin down) is -3.758 / -3.766 eV. As for the molar mass: 575.57 g/mol.

Each line ends with the Mulliken charge.
Element x y z (Å)
Fe 0.579 -0.097 0.477  0.25
O -3.608 0.961 3.447  -0.51
C -3.431 2.249 3.046  0.98
C -4.385 3.224 3.324  -0.77
C -4.211 4.527 2.885  -0.43
C -3.082 4.868 2.154  -0.98
C -2.140 3.889 1.871  -0.25
C -2.287 2.580 2.315  -0.34
C -1.230 1.588 1.925  0.41
O -0.855 1.603 0.729  -0.05
N -0.746 0.828 2.912  -1.51
N 0.215 0.028 2.392  1.21
C 0.805 -0.806 3.161  -0.54
C 1.792 -1.647 2.526  0.81
C 2.596 -2.548 3.222  -1.05
C 3.549 -3.266 2.526  -0.15
C 3.683 -3.062 1.161  -0.85
C 2.840 -2.157 0.536  -0.01
N 1.910 -1.474 1.197  0.27
H -4.473 0.878 3.857  0.32
H -5.273 2.952 3.889  0.25
H -4.962 5.273 3.116  0.37
H -2.933 5.886 1.813  0.39
H -1.250 4.128 1.300  0.53
H 0.558 -0.872 4.214  0.34
H 2.467 -2.663 4.291  0.41
H 4.188 -3.971 3.043  0.39
H 4.421 -3.599 0.580  0.39
H 2.881 -1.973 -0.529  0.38
S -1.606 -2.219 -2.838  -0.39
C -0.702 -1.588 -1.563  0.24
S -1.212 -1.555 0.087  -0.39
S 0.838 -0.840 -1.751  -0.56
C -3.445 1.644 -2.949  -0.93
C -2.471 1.185 -1.836  -0.02
N -1.149 1.715 -2.115  0.49
C -0.722 1.371 -3.461  -0.60
C -1.578 2.161 -4.482  -0.84
N -2.744 2.739 -3.719  0.03
C -2.256 3.800 -2.765  -0.82
C -1.125 3.152 -1.925  0.21
H -4.379 2.061 -2.572  0.35
H -3.660 0.848 -3.661  0.33
H -2.444 0.097 -1.811  0.13
H -2.776 1.542 -0.854  -0.03
H -0.843 0.298 -3.602  0.20
H 0.333 1.618 -3.569  0.49
H -1.989 1.534 -5.273  0.39
H -1.047 3.006 -4.925  0.30
H -3.395 3.152 -4.374  0.28
H -3.117 4.100 -2.167  0.35
H -1.920 4.646 -3.365  0.39
H -1.268 3.358 -0.866  -0.80
H -0.143 3.521 -2.226  0.69
S 2.372 1.522 0.477  -0.48
C 2.207 2.256 -1.018  0.56
N 2.091 2.791 -2.046  -0.79

***

C2H2CrFO2 | ωB97M-V/def2-TZVPD

As for the spin multiplicity: 4. The charge is +2. The energy above the lowest of the compared OMol25 structures with the same formula, charge and spin is 47.6 kJ/mol. The LUMO energy (spin up / spin down) is -15.89 / -13.81 eV. Its expectation value of S² is 3.86. Its highest occupied orbital energy (spin up / spin down) is -21.765 / -22.008 eV. As for the molar mass: 129.03 g/mol.

Each line ends with the Mulliken charge.
Element x y z (Å)
F 3.760 0.599 0.003  -0.36
O -1.870 1.560 0.022  -0.17
C -1.235 0.581 -0.024  0.63
C -0.901 -0.825 0.028  -0.30
O 0.134 0.251 -0.167  -0.43
Cr 2.013 0.575 -0.003  2.01
H -1.058 -1.432 -0.867  0.30
H -0.844 -1.308 1.007  0.32

***

C2H3Cl3N2 | ωB97M-V/def2-TZVPD

As for the spin multiplicity: 1. The charge is 0. The energy above the lowest of the compared OMol25 structures with the same formula, charge and spin is 119.0 kJ/mol. The LUMO energy is 0.26 eV. Its highest occupied orbital energy is -9.757 eV. As for the molar mass: 161.42 g/mol.

Each line ends with the Mulliken charge.
Element x y z (Å)
C 1.888 1.408 -0.385  0.39
C -0.207 -0.118 0.141  0.06
N 2.783 2.225 -0.357  -0.41
N 0.983 0.731 0.190  -0.34
Cl -1.549 0.734 -0.717  -0.15
Cl 0.224 -1.700 -0.649  -0.15
Cl -3.748 -2.244 0.851  -0.25
H -0.493 -0.171 1.173  0.34
H 3.368 2.583 -1.092  0.28
H -3.249 -3.447 0.844  0.25

***

C18H36BN3O9S2 | ωB97M-V/def2-TZVPD

As for the spin multiplicity: 1. The charge is 0. The LUMO energy is 0.00 eV. Its highest occupied orbital energy is -8.496 eV. As for the molar mass: 513.44 g/mol.

Each line ends with the Mulliken charge.
Element x y z (Å)
C 6.724 1.071 0.976  -0.50
C 6.990 -0.373 1.425  -0.43
O 5.865 -1.229 1.424  -0.39
C 5.258 -1.415 0.162  -0.90
C 3.847 -0.853 0.149  -0.48
N 2.868 -1.747 0.749  0.24
C 2.845 -3.269 0.361  0.45
O 2.189 -3.442 -0.654  -0.69
O 3.450 -3.939 1.148  -0.63
C 1.968 -1.318 1.565  0.45
N 1.860 -0.014 2.010  -0.11
C 0.452 0.197 2.399  -0.62
C -0.155 -1.232 2.461  -0.01
B -1.425 -1.412 1.516  0.61
O -1.319 -1.092 0.170  -0.57
O -2.581 -1.901 2.034  -0.51
C -3.300 -2.894 1.256  -0.16
C -4.391 -3.491 2.114  -1.05
N 0.978 -2.102 2.073  -0.28
H 7.486 1.397 0.267  0.29
H 5.763 1.181 0.473  0.01
H 6.735 1.753 1.825  0.29
H 7.802 -0.814 0.835  0.33
H 7.332 -0.367 2.460  0.30
H 5.828 -0.917 -0.630  0.43
H 5.246 -2.481 -0.077  0.52
H 3.873 0.050 0.752  0.38
H 3.529 -0.553 -0.848  0.16
H 2.580 0.270 2.656  0.27
H -0.002 0.807 1.618  0.09
H 0.448 0.713 3.355  0.38
H -0.454 -1.437 3.490  0.22
H -1.176 -0.159 -0.015  0.23
H -3.721 -2.430 0.364  0.17
H -2.593 -3.664 0.944  0.46
H -4.683 -4.475 1.750  0.36
H -4.062 -3.596 3.148  0.33
H -5.263 -2.840 2.107  0.13
H 0.729 -2.885 1.477  0.34
C 1.486 2.993 -3.978  -0.61
C 1.983 4.277 -3.299  -0.57
C 1.916 4.050 -1.784  -0.75
S 2.120 2.278 -1.539  1.12
O 0.904 1.737 -0.979  -0.64
O 3.395 2.018 -0.918  -0.63
C 2.200 1.844 -3.273  -0.78
H 1.696 2.992 -5.047  0.37
H 0.407 2.895 -3.848  0.28
H 3.015 4.472 -3.597  0.30
H 1.390 5.143 -3.588  0.32
H 2.706 4.561 -1.241  0.35
H 0.946 4.322 -1.371  0.35
H 1.731 0.873 -3.412  0.46
H 3.253 1.796 -3.546  0.38
C -5.308 0.613 -1.085  -0.60
C -6.694 1.080 -1.555  -0.70
C -7.727 0.105 -0.977  -0.69
S -7.011 -0.533 0.547  1.21
O -6.767 -1.945 0.386  -0.63
O -7.743 -0.042 1.684  -0.72
C -5.446 0.330 0.407  -0.08
H -4.541 1.362 -1.278  0.41
H -5.023 -0.301 -1.611  0.29
H -6.886 2.087 -1.180  0.31
H -6.760 1.117 -2.641  0.34
H -8.674 0.579 -0.734  0.36
H -7.897 -0.747 -1.632  0.37
H -4.659 -0.300 0.817  -0.27
H -5.531 1.249 0.987  0.36

***

C3H5P | ωB97M-V/def2-TZVPD

As for the spin multiplicity: 1. The charge is 0. The energy above the lowest of the compared OMol25 structures with the same formula, charge and spin is 28.0 kJ/mol. The LUMO energy is 0.17 eV. Its highest occupied orbital energy is -9.100 eV. As for the molar mass: 72.05 g/mol.

Each line ends with the Mulliken charge.
Element x y z (Å)
C -0.045 1.049 0.257  -0.04
C -1.154 0.577 -0.346  -0.79
C 1.142 -1.234 0.038  -0.51
P 1.551 0.359 -0.115  -0.05
H -0.037 2.047 0.767  0.28
H -2.154 0.926 -0.250  0.26
H -1.242 -0.349 -0.843  0.31
H 0.082 -1.351 0.326  0.24
H 1.856 -2.024 0.166  0.29

***

| no. | total energy (eV) |
| --- | --- |
| 1 | -7855.5444 |
| 2 | -112915.6840 |
| 3 | -37315.1568 |
| 4 | -42668.6836 |
| 5 | -64495.6720 |
| 6 | -12478.3477 |